{"formula": "C4H6ErO2", "method": "wB97M-V/def2-TZVPD", "symbols": ["Er", "O", "O", "C", "C", "C", "C", "H", "H", "H", "H", "H", "H"], "coordinates": [[2.493, -1.696, -2.680], [1.866, 0.100, 0.849], [0.716, -0.392, -1.514], [-1.046, 0.794, 1.043], [-0.157, -0.469, -0.544], [-1.485, -0.128, 0.017], [0.734, 0.473, 0.184], [-1.458, -0.779, -1.196], [-2.231, -0.884, 0.276], [-1.129, 0.427, 2.070], [-1.172, 1.873, 0.928], [2.053, -0.836, 0.712], [0.816, 1.517, -0.144]], "lowdin_spin": [2.050, 0.094, 0.328, 0.460, 0.461, 0.153, 0.221, 0.141, 0.029, 0.019, 0.021, 0.004, 0.020], "lumo_energy_ev": [-10.17, -10.18], "multiplicity": 5, "energy_ev": -35931.721, "homo_energy_ev": [-14.3, -16.2], "homo_lumo_gap_ha": [0.1500, 0.2227], "charge": 2}